A | C4H10NO3 | ωB97M-V with the def2-TZVPD basis set

Summary:
- charge = -1
- HOMO level (eV) = -4.83

Last column: natural (NBO) charge in e.
Atoms and positions in Å:
C1 -1.308 1.871 0.970  -0.61
C2 -0.138 1.462 0.071  -0.23
N1 -0.560 0.268 -0.585  -0.71
C3 0.972 -0.506 -1.183  -0.48
C4 1.891 -1.565 -0.501  0.76
O1 1.399 -2.278 0.396  -0.79
O2 3.035 -1.576 -0.971  -0.73
H1 -1.231 2.809 1.516  0.19
H2 -1.532 1.022 1.614  0.21
H3 -2.174 1.986 0.304  0.20
H4 0.141 2.257 -0.649  0.15
H5 0.756 1.408 0.713  0.17
H6 -0.136 -0.749 -0.675  0.42
H7 1.595 0.351 -1.402  0.24
H8 0.721 -0.945 -2.156  0.22
H9 -0.544 -2.421 0.953  0.50
H10 -1.408 -1.236 0.647  0.48
O3 -1.479 -2.159 0.939  -1.00

---

B | C4H10NO3 | ωB97M-V with the def2-TZVPD basis set

Summary:
- charge = -1
- HOMO level (eV) = -4.08

Last column: natural (NBO) charge in e.
Atoms and positions in Å:
O1 -0.931 -2.821 0.406  -0.56
C1 -0.746 -2.172 1.416  0.33
O2 -1.557 2.015 -1.459  -1.19
C2 -0.563 -0.752 1.483  -0.21
C3 -0.725 0.105 0.381  -0.41
C4 0.587 -0.181 -0.600  -0.20
N1 0.745 0.944 -1.359  -0.54
H1 -0.556 -0.362 2.493  0.20
H2 -0.794 -2.718 2.370  0.09
H3 -1.572 -0.149 -0.240  0.28
H4 -0.771 1.141 0.672  0.27
H5 0.388 -1.103 -1.138  0.24
H6 1.460 -0.226 0.057  0.24
H7 -0.163 1.569 -1.472  0.44
H8 1.613 1.446 -1.001  0.45
H9 2.706 1.851 1.043  0.42
H10 -1.558 2.837 -1.960  0.42
O3 2.749 1.743 0.087  -1.26

---

C | C4H10NO3 | ωB97M-V with the def2-TZVPD basis set

Summary:
- charge = -1
- HOMO level (eV) = -4.26

Last column: natural (NBO) charge in e.
Atoms and positions in Å:
C1 -0.892 0.545 0.446  -0.18
N1 -0.344 0.586 -0.858  -0.72
C2 0.050 -0.558 -1.612  0.88
O1 0.090 -0.366 -2.861  -0.81
O2 0.170 -1.546 -0.959  -0.76
C3 0.335 0.864 1.514  -0.45
C4 -0.196 0.939 2.898  -0.63
H1 -1.302 -0.481 0.682  0.21
H2 -1.558 1.349 0.572  0.16
H3 -0.178 1.472 -1.241  0.37
H4 1.019 0.098 1.209  0.23
H5 0.851 1.762 1.015  0.19
H6 -0.916 0.164 3.177  0.20
H7 0.615 0.712 3.647  0.20
H8 -0.818 1.861 3.128  0.20
H9 0.620 -1.778 -3.494  0.51
H10 1.386 -3.069 -3.258  0.45
O3 1.067 -2.554 -4.003  -1.03

---

Stability ranking, top and bottom: C is the most stable and B is the least stable.

---

A | C4H10NO3 | ωB97M-V with the def2-TZVPD basis set

Summary:
- charge = -1
- HOMO level (eV) = -4.49

Last column: natural (NBO) charge in e.
Atoms and positions in Å:
C1 -0.070 -0.346 1.280  -0.19
N1 -1.114 -1.018 0.563  -0.70
C2 -1.008 -1.395 -0.802  0.87
O1 -2.068 -1.763 -1.346  -0.80
O2 0.140 -1.284 -1.311  -0.82
C3 0.304 1.040 0.730  -0.43
C4 1.113 1.861 1.724  -0.61
H1 0.852 -0.918 1.404  0.18
H2 -0.393 -0.259 2.326  0.16
H3 -2.054 -0.819 0.859  0.37
H4 0.847 0.813 -0.190  0.24
H5 -0.576 1.610 0.436  0.19
H6 2.067 1.437 2.037  0.19
H7 1.326 2.848 1.298  0.20
H8 0.524 2.047 2.629  0.18
H9 -0.379 -1.094 -4.513  0.44
H10 0.064 -1.475 -3.109  0.52
O3 0.425 -1.286 -4.014  -1.00

---

B | C4H10NO3 | ωB97M-V with the def2-TZVPD basis set

Summary:
- charge = -1
- HOMO level (eV) = -4.24

Last column: natural (NBO) charge in e.
Atoms and positions in Å:
C1 1.240 0.136 -1.416  -0.65
C2 2.473 -0.549 -1.363  0.33
N1 -0.528 2.059 0.802  -0.52
C3 -0.602 0.738 0.782  -0.29
C4 -2.120 0.250 0.452  0.01
O1 -2.280 -1.028 0.773  -0.78
O2 2.945 -1.429 -2.078  -0.62
H1 1.172 1.030 -0.812  0.21
H2 0.465 -0.135 -2.118  0.21
H3 3.102 -0.209 -0.508  0.08
H4 0.208 2.361 1.464  0.31
H5 0.036 0.267 -0.072  0.32
H6 -0.322 0.248 1.721  0.21
H7 -2.711 0.911 1.106  0.13
H8 -2.400 0.513 -0.580  0.12
H9 0.122 -1.658 -0.056  0.45
H10 -0.882 -1.621 1.021  0.48
O3 0.081 -1.884 0.881  -1.00

---

Stability ranking, top and bottom: A is the most stable and B is the least stable.

---

A | C7H10N | ωB97M-V with the def2-TZVPD basis set

Summary:
- charge = +1
- HOMO level (eV) = -12.48

Last column: natural (NBO) charge in e.
Atoms and positions in Å:
C1 -1.246 -0.769 0.868  -0.31
C2 -0.167 -1.387 0.176  -0.40
C3 -1.828 0.367 0.902  0.45
C4 1.278 1.585 -0.511  0.02
C5 0.776 -0.779 -0.577  0.32
C6 -2.170 1.670 1.265  -0.75
C7 1.755 -1.708 -1.386  -0.61
N1 0.915 0.458 -0.945  -0.37
H1 -1.584 -1.523 1.635  0.36
H2 0.027 -2.474 0.199  0.26
H3 1.881 1.791 0.368  0.19
H4 0.979 2.490 -1.103  0.20
H5 -1.299 2.187 1.770  0.28
H6 -3.023 1.292 1.951  0.35
H7 -2.753 2.299 0.549  0.31
H8 2.225 -2.207 -0.470  0.24
H9 2.405 -1.182 -1.992  0.24
H10 1.280 -2.509 -1.808  0.24

---

B | C7H10N | ωB97M-V with the def2-TZVPD basis set

Summary:
- charge = +1
- HOMO level (spin up / spin down) (eV) = -12.22 / -12.22

Last column: natural (NBO) charge in e.
Atoms and positions in Å:
C1 -2.295 0.284 0.221  0.29
C2 -1.432 1.524 0.215  -0.50
C3 -0.064 1.191 -0.559  -0.56
C4 1.588 -0.394 0.959  -0.48
C5 1.926 -0.523 -0.485  -0.48
C6 -1.419 -2.016 0.005  -0.22
C7 0.741 0.120 -0.089  0.46
N1 -1.882 -0.822 0.068  -0.29
H1 -1.996 2.276 -0.438  0.28
H2 -1.403 2.198 1.117  0.29
H3 -0.343 0.977 -1.584  0.28
H4 0.624 2.142 -0.669  0.35
H5 1.432 -1.391 1.517  0.31
H6 1.894 0.444 1.637  0.28
H7 2.607 0.188 -0.961  0.26
H8 2.042 -1.458 -0.916  0.29
H9 -1.105 -2.231 -0.972  0.21
H10 -0.917 -2.510 0.935  0.23

---

Stability ranking, top and bottom: A is the most stable and B is the least stable.

---

A | C7H10N | ωB97M-V with the def2-TZVPD basis set

Summary:
- charge = +1
- HOMO level (eV) = -15.54

Last column: natural (NBO) charge in e.
Atoms and positions in Å:
C1 1.938 -0.066 0.054  -0.31
C2 2.871 0.747 -0.205  0.39
C3 1.437 -1.490 0.143  -0.11
C4 -0.221 0.150 1.566  -0.19
C5 -0.605 0.255 0.131  0.16
C6 -1.549 -0.598 -0.617  -0.63
C7 -0.482 1.545 -0.639  -0.62
N1 0.654 -0.311 0.525  -0.20
H1 1.071 -2.008 -0.789  0.26
H2 2.050 -2.024 0.765  0.26
H3 0.290 1.024 2.027  0.25
H4 -0.785 -0.458 2.270  0.27
H5 -2.128 -1.130 0.094  0.24
H6 -1.024 -1.235 -1.279  0.23
H7 -2.317 0.040 -1.191  0.27
H8 -0.643 1.250 -1.693  0.24
H9 0.512 1.936 -0.575  0.22
H10 -1.069 2.375 -0.585  0.27

---

B | C7H10N | ωB97M-V with the def2-TZVPD basis set

Summary:
- charge = +1
- HOMO level (eV) = -14.43

Last column: natural (NBO) charge in e.
Atoms and positions in Å:
C1 2.064 -0.711 -0.335  0.31
C2 3.068 -0.600 0.430  -0.04
C3 2.713 0.749 0.488  -0.03
C4 -0.055 -0.443 -1.561  -0.21
C5 -0.398 -0.262 -0.129  0.16
C6 -1.012 1.039 0.294  -0.65
C7 -0.322 -1.435 0.839  -0.61
N1 0.991 -0.131 -0.681  -0.38
H1 2.243 1.139 1.487  0.26
H2 3.207 1.453 -0.179  0.25
H3 0.206 -1.357 -2.039  0.25
H4 -0.368 0.483 -2.190  0.25
H5 -1.585 0.981 1.230  0.26
H6 -1.757 1.290 -0.375  0.24
H7 -0.358 1.890 0.458  0.24
H8 -1.276 -2.056 0.833  0.26
H9 -0.084 -1.214 1.811  0.24
H10 0.515 -1.985 0.435  0.20

---

Stability ranking, top and bottom: B is the most stable and A is the least stable.

---

A | CH4N2O2 | ωB97M-V with the def2-TZVPD basis set

Summary:
- SMILES = NC(=O)NO
- HOMO level (eV) = -10.02

Last column: natural (NBO) charge in e.
Atoms and positions in Å:
N1 0.624 -0.454 0.957  -0.91
C1 0.386 -0.461 -0.482  0.71
O1 1.155 -0.976 -1.318  -0.62
N2 -0.655 0.445 -0.712  -0.41
O2 -1.062 1.084 0.531  -0.54
H1 0.965 0.619 1.307  0.43
H2 1.369 -1.187 0.623  0.41
H3 -1.239 0.742 -1.692  0.43
H4 -1.542 0.188 0.785  0.49

---

B | CH4N2O2 | ωB97M-V with the def2-TZVPD basis set

Summary:
- HOMO level (spin up / spin down) (eV) = -10.19 / -10.13

Last column: natural (NBO) charge in e.
Atoms and positions in Å:
C1 1.050 0.392 0.005  -0.49
N1 -0.853 -0.940 0.189  0.19
N2 -0.358 0.232 0.242  -0.17
O1 -2.051 -1.231 0.314  -0.38
O2 -1.694 1.782 -0.625  -0.16
H1 1.423 -0.054 1.002  0.22
H2 1.208 1.560 -0.159  0.26
H3 1.359 -0.140 -0.859  0.20
H4 -0.084 -1.601 -0.110  0.32

---

C | CH4N2O2 | ωB97M-V with the def2-TZVPD basis set

Summary:
- SMILES = N#[N+][O-].CO
- HOMO level (eV) = -10.57

Last column: natural (NBO) charge in e.
Atoms and positions in Å:
N1 2.334 1.117 -0.050  -0.11
N2 2.255 0.031 0.150  0.45
O1 2.216 -1.097 0.373  -0.34
C1 -1.293 0.192 0.179  -0.24
O2 -0.237 -0.357 -0.572  -0.74
H1 -1.897 0.880 -0.421  0.16
H2 -0.843 0.747 1.005  0.18
H3 -1.941 -0.586 0.597  0.16
H4 -0.595 -0.927 -1.261  0.47

---

D | CH4N2O2 | ωB97M-V with the def2-TZVPD basis set

Summary:
- SMILES = [H]/N=[N+](/[O-])CO
- HOMO level (eV) = -10.56

Last column: natural (NBO) charge in e.
Atoms and positions in Å:
H1 -1.954 -0.887 -0.414  0.33
N1 -1.858 -0.121 0.254  -0.40
N2 -0.672 0.120 0.513  0.32
O1 -0.306 1.095 1.190  -0.47
C1 0.583 -0.205 -0.458  0.07
O2 1.754 0.113 0.135  -0.70
H2 0.388 0.359 -1.381  0.18
H3 0.513 -1.285 -0.635  0.17
H4 1.552 0.811 0.796  0.51

---

Stability ranking, top and bottom: C is the most stable and B is the least stable.

---

A | C7H9NO2 | ωB97M-V with the def2-TZVPD basis set

Summary:
- SMILES = CC(=O)c1nc(C)oc1C
- HOMO level (eV) = -8.84

Last column: natural (NBO) charge in e.
Atoms and positions in Å:
C1 -0.113 1.321 2.711  -0.71
C2 -0.518 1.383 1.261  0.55
O1 -0.845 2.501 0.873  -0.56
C3 -0.210 0.347 0.298  -0.09
N1 0.497 -0.775 0.570  -0.45
C4 0.646 -1.537 -0.497  0.47
C5 1.364 -2.771 -0.717  -0.69
O2 0.019 -0.894 -1.560  -0.42
C6 -0.523 0.283 -1.071  0.37
C7 -1.165 1.283 -1.984  -0.69
H1 -0.921 1.662 3.385  0.24
H2 0.956 1.753 2.758  0.25
H3 0.097 0.294 2.872  0.22
H4 1.786 -3.135 0.319  0.26
H5 2.142 -2.705 -1.578  0.25
H6 0.703 -3.608 -1.002  0.24
H7 -0.828 2.252 -1.463  0.28
H8 -2.218 1.176 -2.076  0.24
H9 -0.870 1.171 -3.098  0.24

---

B | C7H9NO2 | ωB97M-V with the def2-TZVPD basis set

Summary:
- SMILES = COc1ccc(O)c(N)c1
- HOMO level (eV) = -7.79

Last column: natural (NBO) charge in e.
Atoms and positions in Å:
C1 3.070 0.457 0.425  -0.25
O1 2.259 -0.570 -0.312  -0.51
C2 0.923 -0.507 -0.235  0.29
C3 0.246 -1.724 -0.208  -0.26
C4 -1.170 -1.893 -0.204  -0.22
C5 -1.849 -0.641 -0.173  0.23
O2 -3.147 -0.660 0.360  -0.71
C6 -1.213 0.636 -0.263  0.11
N1 -1.991 1.749 -0.115  -0.79
C7 0.131 0.591 -0.298  -0.33
H1 2.808 1.427 -0.114  0.18
H2 2.864 0.555 1.467  0.19
H3 4.107 0.290 0.295  0.20
H4 0.970 -2.566 -0.124  0.22
H5 -1.623 -2.925 -0.002  0.24
H6 -3.060 -0.193 1.199  0.48
H7 -2.600 1.943 -0.829  0.38
H8 -1.372 2.598 -0.083  0.37
H9 0.646 1.432 -0.786  0.20

---

Stability ranking, top and bottom: A is the most stable and B is the least stable.

---

A | CH4CsN2O | ωB97M-V with the def2-TZVPD basis set

Summary:
- charge = +1
- HOMO level (eV) = -14.56

Last column: Mulliken charge in e.
Atoms and positions in Å:
Cs1 -2.512 1.224 0.241  0.89
C1 -0.172 -0.195 -0.249  1.12
O1 -1.286 -0.254 -0.723  -0.90
N1 0.873 -0.437 -0.917  -0.34
N2 0.142 0.162 1.004  -0.50
H1 0.719 -0.613 -1.900  0.24
H2 1.764 -0.200 -0.505  0.19
H3 1.076 0.051 1.373  0.19
H4 -0.604 0.262 1.678  0.12

---

B | CH4CsN2O | ωB97M-V with the def2-TZVPD basis set

Summary:
- charge = +1
- HOMO level (eV) = -11.63

Last column: natural (NBO) charge in e.
Atoms and positions in Å:
Cs1 6.170 -1.939 1.310  1.00
C1 -1.106 -0.178 -0.183  0.74
O1 -1.859 -1.125 -0.328  -0.66
N1 0.134 -0.262 0.173  -0.82
N2 -1.437 1.049 -0.516  -0.82
H1 0.575 -1.157 0.330  0.40
H2 0.727 0.550 0.083  0.37
H3 -2.400 1.302 -0.687  0.42
H4 -0.803 1.760 -0.183  0.37

---

Stability ranking, top and bottom: B is the most stable and A is the least stable.

---

A | C3H9NOS | ωB97M-V with the def2-TZVPD basis set

Summary:
- SMILES = COSN.C=C
- HOMO level (eV) = -8.65

Last column: natural (NBO) charge in e.
Atoms and positions in Å:
C1 2.678 1.235 1.885  -0.25
O1 1.273 1.358 2.295  -0.68
S1 0.194 1.244 1.045  0.64
N1 0.237 -0.494 0.800  -0.99
H1 3.239 1.738 2.559  0.19
H2 2.729 1.426 0.804  0.19
H3 2.932 0.050 1.906  0.18
H4 0.055 -0.881 -0.092  0.37
H5 -0.398 -0.892 1.396  0.36
C2 -2.261 -0.710 -2.753  -0.37
C3 -2.035 -0.882 -1.487  -0.39
H6 -1.670 -1.267 -3.555  0.20
H7 -3.041 -0.031 -3.045  0.20
H8 -1.378 -1.539 -1.000  0.17
H9 -2.555 -0.356 -0.757  0.19

---

B | C3H9NOS | ωB97M-V with the def2-TZVPD basis set

Summary:
- SMILES = CSN(C)CO
- HOMO level (eV) = -8.42

Last column: natural (NBO) charge in e.
Atoms and positions in Å:
C1 1.804 -1.103 -0.698  -0.76
S1 0.009 -1.529 -0.515  0.39
N1 -0.934 -0.307 0.062  -0.63
C2 -0.950 0.029 1.431  -0.40
C3 -0.972 0.875 -0.768  0.10
O1 -1.056 0.534 -2.098  -0.71
H1 2.237 -0.973 0.213  0.20
H2 1.857 -0.222 -1.267  0.21
H3 2.252 -2.035 -1.163  0.24
H4 0.011 0.057 1.810  0.18
H5 -1.356 1.150 1.567  0.19
H6 -1.536 -0.729 1.878  0.21
H7 -1.910 1.544 -0.492  0.16
H8 0.042 1.381 -0.806  0.15
H9 -2.027 0.405 -2.269  0.47

---

Stability ranking, top and bottom: B is the most stable and A is the least stable.